{"formula": "C3H3FMgO", "method": "the ωB97M-V functional and the def2-TZVPD basis", "symbols": ["C", "H", "C", "H", "O", "C", "Mg", "F", "H"], "positions_angstrom": [[0.158, -0.914, -1.131], [0.953, -1.411, -1.686], [0.088, 0.400, -1.212], [0.312, 0.930, -2.153], [1.122, 0.053, 3.222], [0.296, 0.351, 2.531], [-1.601, 0.980, 1.322], [-0.965, 1.076, -0.543], [-0.365, -1.465, -0.349]], "lowdin_charge": [0.1140, 0.1176, -0.1058, 0.1572, 0.2548, 0.0833, 1.4167, -0.1225, 0.0847], "gap_ev": 7.171, "total_charge": 2}

---

{"formula": "C3H3FN2O2", "method": "the ωB97M-V functional and the def2-TZVPD basis", "symbols": ["H", "F", "C", "N", "O", "C", "N", "H", "O", "H", "C"], "positions_angstrom": [[-2.567, 0.799, -0.120], [-1.204, 0.121, -1.936], [-0.203, 0.167, -0.937], [0.270, 0.582, 1.186], [1.471, -1.667, -0.951], [-0.586, 0.777, 0.255], [1.158, -0.403, 0.861], [0.542, 1.178, 2.032], [-1.684, 1.581, 0.390], [1.970, -2.495, -0.380], [0.831, -0.639, -0.400]], "lowdin_charge": [0.3120, 0.0146, -0.0691, 0.0297, 0.0035, -0.4242, 0.0916, 0.2138, -0.0004, 0.2413, -0.4127], "de_lowest_kcal_mol": 112.8, "gap_ev": 8.999, "total_charge": 0}

---

{"formula": "C3H3FN2O5", "method": "the ωB97M-V functional and the def2-TZVPD basis", "symbols": ["C", "O", "H", "O", "C", "C", "F", "N", "O", "H", "N", "O", "H", "O"], "positions_angstrom": [[2.286, 0.015, -0.280], [1.221, 1.961, 0.126], [-0.918, 0.647, 0.585], [3.623, -1.736, -0.805], [-0.206, 0.083, 0.136], [1.040, 0.811, -0.048], [1.479, -0.101, 2.271], [3.548, 0.720, -0.237], [3.812, 1.105, -1.391], [0.022, -0.928, 0.691], [2.477, -1.364, -0.646], [1.481, -2.070, -0.696], [-0.483, -0.275, -0.948], [4.234, 0.772, 0.764]], "lowdin_charge": [0.1666, 0.1964, 0.0590, 0.1647, -0.0124, -0.4636, -0.3089, -0.3310, 0.1854, 0.1259, -0.2886, 0.1428, 0.1436, 0.2203], "de_lowest_kcal_mol": 98.2, "gap_ev": [6.153, 6.127], "total_charge": 0}